[1]
This record from the OMol25 dataset describes a gas-phase ion, C3H7N2OS (charge +1) in a non-equilibrium geometry. The level of theory is wB97M-V/def2-TZVPD.

Each line ends with the Löwdin charge.
Geometry (Å):
1 N 0.93 -1.44 -0.87  0.067
2 C -0.47 -1.55 -0.75  -0.156
3 O -1.15 -0.24 -0.44  -0.079
4 C -0.79 0.78 0.29  -0.664
5 S -1.92 2.14 0.33  0.910
6 C 0.20 0.90 1.25  -0.005
7 N 1.33 1.50 1.57  0.188
8 H 1.26 -1.16 -1.85  0.151
9 H 1.46 -2.15 -0.51  0.054
10 H -0.89 -1.64 -1.75  0.135
11 H -0.77 -2.23 0.01  0.135
12 H -2.81 1.70 -0.67  -0.030
13 H 1.57 1.59 2.53  0.120
14 H 2.04 1.80 0.85  0.173

The calculation puts the frontier orbital gap at 8.805 eV. As for the charge: +1. The value obtained for the total energy is -701.0977 Eh. Its largest force on an atom is 4.27 eV Å⁻¹. The value obtained for the energy above the lowest of the compared OMol25 structures with the same formula, charge and spin is 333.5 kJ/mol.

***

[2]
This record from the OMol25 dataset describes 2 unconnected molecules or ions with the total composition C4H11N2 in a non-equilibrium geometry. The level of theory is wB97M-V/def2-TZVPD.

Each line ends with the Löwdin charge.
Geometry (Å):
1 C 1.26 0.05 -0.88  -0.122
2 C 0.82 0.22 1.13  -0.125
3 C 0.21 -0.57 -0.05  -0.084
4 C -0.71 -1.66 -0.13  0.005
5 N -1.66 1.23 -0.18  0.113
6 N 1.93 0.64 0.29  -0.024
7 H 1.99 -0.75 -1.15  0.180
8 H 1.10 0.50 -1.82  0.140
9 H 0.32 1.11 1.48  0.127
10 H 1.09 -0.36 2.03  0.143
11 H -1.57 -1.43 0.42  0.089
12 H -0.10 -2.48 0.37  0.170
13 H -0.96 -1.83 -1.17  0.117
14 H -1.82 2.08 -0.62  0.033
15 H -1.91 0.36 -0.63  0.030
16 H 2.20 1.67 0.27  0.160
17 H -2.19 1.23 0.66  0.048

The calculation puts the frontier orbital gap at 7.811 eV. As for the charge: +1. The value obtained for the total energy is -268.1413 Eh. Its largest force on an atom is 3.79 eV Å⁻¹. The value obtained for the energy above the lowest of the compared OMol25 structures with the same formula, charge and spin is 429.6 kJ/mol.

***

[3]
This record from the OMol25 dataset describes a molecular structure, C22H57O24PtS7 in a non-equilibrium geometry. The level of theory is wB97M-V/def2-TZVPD.

Each line ends with the Löwdin spin population.
Geometry (Å):
1 Pt -0.37 0.05 3.30  0.989
2 O -0.86 0.10 -2.30  0.020
3 C -0.71 0.15 -1.02  0.028
4 O 0.39 0.05 -0.52  0.412
5 O -1.66 0.28 -0.24  0.548
6 H 0.05 0.06 -2.60  0.003
7 O 1.43 -10.92 -2.64  0.000
8 S 0.23 -10.16 -2.30  0.000
9 O -0.39 -10.35 -0.97  0.000
10 O 0.54 -8.53 -2.58  0.000
11 C -0.50 -7.61 -2.21  0.000
12 C -0.27 -6.20 -2.78  0.000
13 C -0.99 -10.47 -3.65  0.000
14 H -0.61 -7.60 -1.13  0.000
15 H -1.43 -7.94 -2.68  0.000
16 H 0.51 -5.70 -2.21  0.000
17 H -1.18 -5.59 -2.76  0.000
18 H 0.06 -6.25 -3.82  0.000
19 H -1.09 -11.54 -3.82  0.000
20 H -0.64 -9.88 -4.50  0.000
21 H -1.91 -9.99 -3.32  0.000
22 O 1.83 -0.53 -8.55  0.000
23 S 2.15 0.62 -7.73  0.000
24 O 2.63 0.46 -6.36  0.000
25 O 3.38 1.36 -8.58  0.000
26 C 4.46 1.91 -7.91  0.000
27 C 5.04 2.89 -8.98  0.000
28 C 0.94 1.97 -7.96  0.000
29 H 5.20 1.18 -7.59  0.000
30 H 4.16 2.54 -7.07  0.000
31 H 5.30 2.34 -9.88  0.000
32 H 5.92 3.43 -8.61  0.000
33 H 4.37 3.67 -9.34  0.000
34 H 1.50 2.90 -7.87  0.000
35 H 0.28 1.91 -7.09  0.000
36 H 0.45 1.96 -8.93  0.000
37 O -6.20 8.79 -2.51  0.000
38 S -6.04 7.56 -1.77  0.000
39 O -6.86 7.10 -0.62  0.000
40 O -5.95 6.29 -2.83  0.000
41 C -6.72 5.11 -2.54  0.000
42 C -6.23 3.89 -3.41  0.000
43 C -4.28 7.49 -1.07  0.000
44 H -7.80 5.28 -2.57  0.000
45 H -6.43 4.83 -1.52  0.000
46 H -5.14 3.88 -3.47  0.000
47 H -6.66 4.07 -4.40  0.000
48 H -6.59 2.93 -3.05  0.000
49 H -4.19 8.32 -0.37  0.000
50 H -3.58 7.77 -1.85  0.000
51 H -4.14 6.51 -0.61  0.000
52 O 2.29 7.76 -2.59  0.000
53 S 2.41 6.43 -3.28  0.000
54 O 1.23 5.58 -3.56  0.000
55 O 3.05 6.72 -4.79  0.000
56 C 4.16 7.62 -4.93  0.000
57 C 4.04 8.48 -6.16  0.000
58 C 3.81 5.43 -2.60  0.000
59 H 5.12 7.12 -5.02  0.000
60 H 4.26 8.20 -4.01  0.000
61 H 3.66 7.90 -7.01  0.000
62 H 4.95 8.99 -6.48  0.000
63 H 3.33 9.28 -5.97  0.000
64 H 4.67 6.09 -2.53  0.000
65 H 3.95 4.54 -3.21  0.000
66 H 3.61 5.08 -1.58  0.000
67 O -4.33 1.23 5.65  0.000
68 S -5.62 1.86 5.81  0.000
69 O -6.89 1.27 5.34  0.000
70 O -5.80 2.43 7.41  0.000
71 C -4.74 2.35 8.29  0.000
72 C -4.86 3.30 9.47  0.000
73 C -5.45 3.57 5.07  0.000
74 H -3.86 2.58 7.68  0.000
75 H -4.66 1.34 8.67  0.000
76 H -3.98 3.04 10.06  0.000
77 H -5.76 3.14 10.07  0.000
78 H -4.91 4.34 9.13  0.000
79 H -4.90 4.28 5.68  0.000
80 H -6.46 3.95 4.91  0.000
81 H -5.00 3.40 4.10  0.000
82 O 5.52 -4.38 3.35  0.000
83 S 5.53 -2.92 3.40  0.000
84 O 4.23 -2.30 3.65  0.000
85 O 6.72 -2.29 4.30  0.000
86 C 7.91 -2.99 4.23  0.000
87 C 8.79 -2.40 5.34  0.000
88 C 6.04 -2.33 1.70  0.000
89 H 8.51 -2.97 3.32  0.000
90 H 7.75 -4.05 4.41  0.000
91 H 8.93 -1.35 5.08  0.000
92 H 9.81 -2.78 5.38  0.000
93 H 8.39 -2.44 6.35  0.000
94 H 7.04 -2.74 1.58  0.000
95 H 6.04 -1.24 1.67  0.000
96 H 5.29 -2.79 1.05  0.000
97 O -3.46 -6.53 4.56  0.000
98 S -2.41 -5.69 5.22  0.000
99 O -1.96 -4.43 4.61  0.000
100 O -2.91 -5.39 6.74  0.000
101 C -3.47 -6.53 7.45  0.000
102 C -2.68 -6.79 8.69  0.000
103 C -0.94 -6.83 5.62  0.000
104 H -3.41 -7.42 6.83  0.000
105 H -4.53 -6.47 7.72  0.000
106 H -3.12 -6.19 9.49  0.000
107 H -1.61 -6.59 8.70  0.000
108 H -2.78 -7.86 8.89  0.000
109 H -0.08 -6.21 5.87  0.000
110 H -0.73 -7.17 4.61  0.000
111 H -1.15 -7.58 6.38  0.000

The calculation puts the frontier orbital gap (spin up / spin down) at 4.580 / 4.511 eV. As for the charge: +1. The value obtained for the total energy is -5584.0780 Eh. The expectation value of S² is 2.0375. Its largest force on an atom is 4.20 eV Å⁻¹. As for the spin multiplicity: 3.

***

[4]
This record from the OMol25 dataset describes 13 unconnected molecules or ions with the total composition C4H34N2O13S in a non-equilibrium geometry. The level of theory is wB97M-V/def2-TZVPD.

Each line ends with the Löwdin charge.
Geometry (Å):
1 O -3.20 0.73 2.87  0.056
2 C -2.13 0.57 3.38  -0.177
3 C -1.00 -0.17 2.59  -0.400
4 C -1.41 -1.67 2.60  -0.454
5 S -0.38 -2.68 1.46  0.769
6 N -0.72 0.51 1.40  -0.018
7 C 0.37 1.48 1.45  -0.274
8 N 0.51 2.15 0.19  0.053
9 H -1.95 1.00 4.38  0.131
10 H -0.18 -0.16 3.31  0.111
11 H -2.48 -1.79 2.42  0.074
12 H -1.15 -2.14 3.55  0.066
13 H -0.65 -2.16 0.26  -0.167
14 H -1.48 0.85 0.82  0.071
15 H 0.35 2.22 2.27  0.125
16 H 1.26 0.91 1.71  0.120
17 H 1.42 2.06 -0.20  0.048
18 H 0.09 3.04 0.02  0.065
19 H 1.19 -1.66 3.94  -0.005
20 H 2.59 -1.54 3.35  0.002
21 O 2.02 -1.20 4.07  -0.055
22 H -0.70 2.32 -5.03  0.033
23 H -1.31 2.28 -3.59  -0.018
24 O -1.11 2.86 -4.36  -0.082
25 H -3.44 -0.55 -2.61  0.028
26 H -2.96 -1.22 -1.26  0.009
27 O -3.00 -1.31 -2.22  -0.065
28 H 0.87 -4.48 -0.49  0.018
29 H 2.37 -4.06 -0.70  0.046
30 O 1.49 -4.03 -1.07  -0.051
31 H 3.89 -1.14 -1.29  0.038
32 H 3.26 -0.05 -0.48  0.021
33 O 4.11 -0.46 -0.64  -0.049
34 H 0.48 -2.03 -1.25  -0.002
35 H 0.41 -0.65 -0.58  0.000
36 O 0.92 -1.17 -1.23  -0.093
37 H -1.12 1.10 -1.54  -0.002
38 H -0.37 0.30 -2.66  0.046
39 O -1.05 0.95 -2.49  -0.063
40 H -1.55 3.34 -1.13  0.010
41 H -2.07 4.07 -2.34  0.046
42 O -2.34 3.81 -1.44  -0.037
43 H 3.03 -1.17 -3.97  0.049
44 H 2.06 -0.03 -3.63  0.032
45 O 2.69 -0.64 -3.25  -0.047
46 H 3.18 -1.82 1.56  0.013
47 H 4.42 -1.17 1.17  0.020
48 O 4.09 -1.77 1.87  -0.074
49 H -3.36 1.02 0.36  0.058
50 H -3.05 1.96 -0.80  0.037
51 O -2.94 1.04 -0.51  -0.060
52 H 1.95 2.36 -2.29  0.015
53 H 0.98 3.38 -2.87  0.025
54 O 1.76 3.30 -2.29  -0.048

The calculation puts the frontier orbital gap at 9.345 eV. As for the charge: 0. The value obtained for the total energy is -1658.5721 Eh. Its largest force on an atom is 3.07 eV Å⁻¹. The value obtained for the energy above the lowest of the compared OMol25 structures with the same formula, charge and spin is 357.8 kJ/mol.